Entry 1:
{
  "formula": "C2H4O2Tm",
  "method": "ωB97M-V/def2-TZVPD",
  "max_force_ev_per_a": 5.5,
  "multiplicity": 3,
  "molar_mass_g_mol": 228.986,
  "e_homo_ev": [-13.8, -13.0],
  "e_tot_ha": -1313.833043,
  "charge": 1,
  "elements": ["Tm", "O", "O", "C", "C", "H", "H", "H", "H"],
  "coordinates": [[2.8982, 0.9257, 0.0373], [-2.9171, 0.5645, -0.0749], [2.2786, -1.0692, 0.0157], [1.0468, -0.6962, 0.3922], [0.3837, 0.4393, -0.0023], [-3.3322, -0.1942, -0.4939], [-1.7380, 0.4636, -0.0849], [0.8024, 0.9334, -0.9227], [0.5777, -1.3668, 1.1334]],
  "mulliken_charge": [1.38, -0.62, -0.59, 0.34, -0.80, 0.33, 0.35, 0.25, 0.36]
}

Entry 2:
{
  "formula": "C56H50IN2NiP3",
  "method": "ωB97M-V/def2-TZVPD",
  "max_force_ev_per_a": 1.5,
  "multiplicity": 3,
  "molar_mass_g_mol": 1029.549,
  "e_homo_ev": [-6.3, -6.7],
  "e_tot_ha": -5103.534960,
  "elements": ["I", "Ni", "P", "P", "P", "N", "N", "C", "C", "C", "C", "C", "C", "C", "C", "C", "C", "C", "C", "C", "C", "C", "C", "C", "C", "C", "C", "C", "C", "C", "C", "C", "C", "C", "C", "C", "C", "C", "C", "C", "C", "C", "C", "C", "C", "C", "C", "C", "C", "C", "C", "C", "C", "C", "C", "C", "C", "C", "C", "C", "C", "C", "C", "H", "H", "H", "H", "H", "H", "H", "H", "H", "H", "H", "H", "H", "H", "H", "H", "H", "H", "H", "H", "H", "H", "H", "H", "H", "H", "H", "H", "H", "H", "H", "H", "H", "H", "H", "H", "H", "H", "H", "H", "H", "H", "H", "H", "H", "H", "H", "H", "H", "H"],
  "coordinates": [[1.8439, 1.0667, -3.1966], [0.1516, 0.6241, -0.6454], [0.7857, 2.1614, 0.9785], [0.7066, -3.2488, 0.6550], [-1.8544, 1.2182, -1.7672], [0.1675, -1.0238, -2.0029], [-1.0622, -0.4747, 0.7003], [2.3541, 0.8197, 3.6638], [-0.8376, -5.4218, 0.0016], [-3.2020, -1.0516, -2.8379], [-3.1189, 2.8335, -3.7456], [-3.0857, 5.0800, -2.1324], [5.2366, 2.0028, -0.0621], [-1.9136, -0.8415, -5.2836], [0.1855, 0.8000, 4.8657], [-1.7765, -6.4216, 0.1672], [-3.5588, 4.0491, -4.2377], [-2.2816, -6.6915, 1.4271], [-1.8198, -5.9727, 2.5140], [-2.3246, 0.0019, -3.0560], [0.4299, 4.9379, 1.8091], [0.6683, -3.0757, -3.7766], [3.4571, -3.0461, 1.1825], [-0.3850, -4.6701, 1.0836], [0.0478, 5.6362, -0.8830], [-1.1670, 1.0491, 4.9945], [-3.4504, -1.9763, -3.8378], [-2.3826, -0.1607, 0.6247], [-0.3303, -3.1922, -2.8243], [-1.6758, 0.0859, -4.2899], [-3.5312, 5.1806, -3.4388], [0.8858, 1.1189, 3.7072], [-0.0350, 6.6024, 0.1049], [-3.0989, -0.8653, 1.5856], [3.4718, 3.1325, 1.1275], [2.6027, 2.0961, 0.8328], [-0.5105, -2.1609, -1.9160], [4.0208, -5.5518, 0.1645], [0.3366, -2.0939, 2.0843], [-2.6440, 2.7279, -2.4419], [2.4027, -3.9083, 0.8821], [3.0670, 0.9539, 0.1249], [0.6536, 4.6465, 3.2614], [-0.8792, -4.9726, 2.3482], [0.2962, 4.3295, -0.5201], [4.7684, -3.4256, 0.9657], [-1.8533, 1.6436, 3.9490], [-1.1725, 1.9797, 2.7987], [-2.9555, 0.8539, -0.3224], [0.4776, 3.9590, 0.8115], [-0.9251, -1.3788, 1.7139], [-2.6461, 3.8679, -1.6390], [2.7092, -5.1716, 0.3726], [1.3774, -1.8864, -3.8639], [-2.8083, -1.8762, -5.0608], [0.1950, 1.7340, 2.6597], [4.7947, 3.0719, 0.7112], [5.0567, -4.6762, 0.4457], [0.1616, 6.2485, 1.4272], [1.0356, -0.8822, -2.9827], [2.1977, -0.1540, -0.0693], [4.3829, 0.9677, -0.3669], [-2.1722, -1.6483, 2.2716], [-3.0347, -7.4535, 1.5628], [-2.2785, 3.8083, -0.6239], [2.6647, 0.5098, 2.6714], [-4.1582, -0.8167, 1.7625], [-3.0535, 1.8122, 0.2041], [5.5648, -2.7275, 1.1867], [-3.0688, 5.9544, -1.4975], [-2.1307, -6.9823, -0.6855], [0.7209, 0.3389, 5.6839], [5.4736, 3.8802, 0.9404], [-2.3640, -2.3227, 3.0861], [-3.6848, -1.1587, -1.8779], [-0.2883, 4.3878, 3.7459], [0.3405, 3.5552, -1.2791], [1.1862, -1.4339, 2.2551], [6.2505, 1.9864, -0.4388], [-0.0988, 5.8884, -1.9216], [-4.1504, -2.7822, -3.6634], [2.9354, 1.7041, 3.9301], [2.6078, -0.9794, -0.6446], [-3.9619, 0.5751, -0.6551], [-3.8596, 6.1306, -3.8342], [1.3329, 3.8101, 3.3941], [3.1181, 4.0030, 1.6637], [0.1140, 7.0134, 2.1903], [-2.9124, 1.8386, 4.0283], [1.0620, 5.5209, 3.7653], [-1.2381, -2.2146, -1.1178], [-3.0020, -2.5935, -5.8445], [-1.7011, 2.4593, 1.9838], [2.5953, 0.0341, 4.3777], [-0.5449, -4.4396, 3.2244], [0.1903, -2.6621, 3.0038], [-2.2076, -6.1862, 3.4996], [4.2431, -6.5256, -0.2487], [1.6249, -0.4605, 0.7961], [-1.4029, -0.7689, -6.2339], [-0.9760, 0.8912, -4.4660], [1.9138, -5.8597, 0.1264], [2.1588, -1.7418, -4.5918], [-0.2469, 7.6287, -0.1560], [-0.4414, -5.2055, -0.9814], [3.2633, -2.0510, 1.5569], [0.8858, -3.8846, -4.4599], [6.0763, -4.9654, 0.2414], [-0.9529, -4.0708, -2.7732], [-3.9159, 4.1175, -5.2547], [-3.1571, 1.9671, -4.3897], [4.7166, 0.1319, -0.9657], [-1.6781, 0.7792, 5.9069]],
  "mulliken_charge": [0.11, -0.10, 1.42, 1.20, 2.11, 1.55, 2.74, -1.55, -0.38, -0.74, -0.87, -0.71, -0.75, -1.00, -0.82, -0.78, -0.83, -0.57, -0.75, 0.33, 1.40, -0.86, -0.07, 0.38, -0.54, -0.96, -0.83, 0.04, -1.32, -0.43, -0.69, 1.29, -0.97, -2.06, -0.66, 0.82, -0.86, -0.69, -0.73, 1.33, 0.50, -0.01, -1.70, -0.39, -1.19, -0.76, -0.84, -1.25, -1.99, 1.22, -0.61, -0.59, -0.90, -0.89, -0.72, 1.21, -0.88, -0.56, -0.68, -0.18, 0.56, -0.76, -1.21, 0.39, 0.31, -0.06, 0.54, 0.69, 0.45, 0.47, 0.43, 0.42, 0.42, 0.59, 0.37, 0.37, 0.07, -0.56, 0.42, 0.58, 0.44, 0.37, 1.42, 0.73, 0.39, 0.06, 0.42, 0.48, 0.41, 0.57, 0.78, 0.42, 0.37, 0.50, 0.42, 0.81, 0.43, 0.40, -2.43, 0.46, 0.59, 0.38, 0.52, 0.42, 0.47, 0.29, 0.49, 0.38, 0.82, 0.42, 0.37, 0.50, 0.39]
}

Entry 3:
{
  "formula": "C11H12NOP",
  "method": "ωB97M-V/def2-TZVPD",
  "max_force_ev_per_a": 7.6,
  "de_lowest_ev": 4.511,
  "molar_mass_g_mol": 205.197,
  "e_homo_ev": -8.4,
  "e_tot_ha": -897.483768,
  "elements": ["P", "O", "N", "C", "C", "C", "C", "C", "C", "C", "C", "C", "C", "C", "H", "H", "H", "H", "H", "H", "H", "H", "H", "H", "H", "H"],
  "coordinates": [[1.7039, 0.1423, -0.1134], [2.6158, 0.8769, -1.0221], [1.4984, 0.8631, 1.4609], [-1.7397, 1.7708, -1.6571], [0.4826, -2.8997, -1.8234], [-0.1077, 0.1786, -0.6346], [-0.4233, 1.3352, -1.3359], [1.0235, -2.9561, -0.6574], [-2.4796, -0.3244, -0.7459], [1.6028, -0.4064, 2.0066], [-1.1848, -0.6657, -0.3032], [0.8062, 1.9265, 2.1626], [-2.7802, 0.8707, -1.3657], [1.9910, -1.2933, 1.0370], [-3.8539, 0.9288, -1.5008], [-1.0430, -1.5615, 0.3447], [1.9522, -2.3259, 1.0542], [-2.0150, 2.7357, -2.0796], [-0.0090, -2.1499, -2.4172], [1.2459, 2.2672, 3.0285], [1.6493, -0.4569, 3.1416], [1.1278, -4.1576, -0.1283], [0.9621, 2.6755, 1.4298], [-3.2224, -1.1089, -0.4994], [0.3796, 2.0322, -1.6392], [-0.1827, 1.7029, 2.2570]],
  "mulliken_charge": [0.75, -0.77, 0.06, -0.70, -0.15, 0.41, -0.37, -0.42, -0.51, -0.32, -0.17, -0.97, -0.40, -0.62, 0.34, 0.34, 0.44, 0.39, 0.32, 0.37, 0.34, 0.21, 0.36, 0.30, 0.37, 0.40]
}